An isolated ion of composition C6H10O and charge -1 in a non-equilibrium geometry, computed with ωB97M-V/def2-TZVPD.

Properties
**Electronic energy**: -8428.404 eV
**Net charge**: -1
**Spin multiplicity**: 2
**Orbital gap (alpha / beta)**: 2.288 / 7.910 eV
**E_HOMO (alpha / beta)**: 1.35 / -4.37 eV

The geometry in XYZ format:
```
17
Properties=species:S:1:pos:R:3:mulliken_spin:R:1
O -1.922 0.332 1.949 0.002
C 0.233 -0.232 -2.687 0.769
C -0.179 0.448 0.357 1.137
C -0.607 0.670 1.757 -0.056
C 0.216 0.992 2.759 0.260
C 0.092 -0.771 -0.163 -0.468
C 0.691 -1.079 -1.498 0.663
H 0.635 -2.133 -1.751 -0.022
H 1.774 -0.892 -1.353 -0.216
H -0.002 1.326 -0.250 0.136
H -2.209 0.559 2.847 0.009
H -0.194 -1.674 0.373 -0.085
H 1.152 1.525 2.647 -0.176
H -0.022 0.836 3.811 -0.012
H -0.785 -0.510 -2.984 -0.263
H 1.014 -0.208 -3.444 -0.744
H 0.114 0.810 -2.372 0.065
```

A 12-piece molecular cluster, C4H30O13 overall in a non-equilibrium geometry, computed with ωB97M-V/def2-TZVPD.

Properties
**Electronic energy**: -31253.514 eV
**Net charge**: -2
**Orbital gap**: 7.969 eV
**E_HOMO**: -2.78 eV

The geometry in XYZ format:
```
47
Properties=species:S:1:pos:R:3:mulliken_charge:R:1
O 2.435 3.199 -1.711 -0.760
O 0.735 0.218 -4.585 -0.792
O 1.824 0.661 2.665 -0.739
O -4.110 -0.555 2.073 -0.673
O -0.814 0.363 3.145 -0.850
O 0.716 1.240 -2.204 -0.789
O -1.375 -1.657 -4.755 -0.671
O -1.167 -2.276 1.629 -0.619
O 2.725 -0.035 -1.100 -0.820
O -0.304 2.218 4.984 -0.710
O -0.581 3.640 0.240 -0.666
O 1.317 -1.580 1.642 -0.970
O 1.935 -3.164 -0.304 -0.742
C -0.392 -0.522 -0.866 1.299
C -1.851 -2.195 0.374 -1.061
C -0.396 0.995 -1.361 -0.008
C -1.774 -0.748 -0.306 -0.403
H -0.718 -2.347 -4.631 0.290
H 0.657 0.717 -3.616 0.409
H 1.930 -2.273 1.874 0.149
H -4.479 -0.512 1.169 0.325
H 1.563 -2.710 0.510 0.367
H 1.674 0.213 -4.735 0.233
H 0.169 3.992 -0.269 0.342
H -0.148 -1.167 -1.740 0.116
H 0.090 0.577 2.725 0.457
H -0.192 2.757 0.365 0.300
H 2.034 0.356 -1.693 0.520
H -0.796 -0.877 -4.727 0.369
H -1.237 1.260 -2.023 0.379
H 2.257 0.149 3.397 0.343
H 2.372 -2.447 -0.761 0.341
H 2.210 -0.122 -0.275 0.288
H -2.930 -2.431 0.556 0.396
H -2.587 -0.732 -1.060 0.232
H 2.959 2.586 -1.186 0.329
H -0.793 1.467 4.519 0.477
H 1.697 -0.339 2.217 0.237
H 0.432 -0.617 -0.151 -0.935
H -0.317 1.658 -0.499 -0.458
H -0.965 -0.460 2.661 0.295
H 1.637 2.617 -1.886 0.336
H 0.318 2.440 4.278 0.282
H -0.195 -2.024 1.595 0.359
H -3.417 -1.212 1.850 0.386
H -1.411 -3.004 -0.253 0.343
H -2.021 -0.086 0.531 0.465
```

A 2-piece molecular cluster, C8H10F6O4 overall in a non-equilibrium geometry, computed with ωB97M-V/def2-TZVPD.

Properties
**SMILES**: CCOC(=O)C(F)(F)F.CCOC(=O)C(F)(F)F
**Electronic energy**: -32950.374 eV
**Orbital gap**: 11.673 eV
**E_HOMO**: -11.25 eV

The geometry in XYZ format:
```
28
Properties=species:S:1:pos:R:3:mulliken_charge:R:1
F 1.513 0.220 3.393 -0.248
F 2.926 -1.194 4.313 -0.230
F 3.491 0.210 2.674 -0.226
F 0.937 0.096 -0.707 -0.275
F -1.103 -0.610 -0.160 -0.265
F -0.551 1.446 0.395 -0.256
O -1.205 2.252 -1.816 -0.180
O 3.086 -2.394 1.573 -0.533
O -1.114 0.228 -2.684 -0.521
O 0.836 -1.844 1.759 -0.237
C -0.436 -3.804 1.893 -0.953
C -0.874 1.001 -1.821 -0.009
C -1.552 2.930 -3.014 -0.214
C -1.630 4.424 -2.780 -1.285
C 2.180 -1.726 2.138 0.408
C 2.576 -0.647 3.115 0.832
C -0.408 0.464 -0.522 1.273
C 0.376 -2.884 0.895 -0.462
H -2.611 2.651 -3.255 0.246
H -1.658 4.949 -3.652 0.454
H -0.544 4.979 -2.516 0.259
H -1.038 2.811 -3.900 0.397
H -0.252 -2.627 0.044 0.333
H 1.138 -3.385 0.482 0.478
H -0.965 -3.061 2.447 0.304
H 0.454 -4.467 2.348 0.237
H -1.261 -4.573 1.411 0.306
H -2.310 4.554 -2.055 0.365
```

One molecule with the formula CH4N4O in a non-equilibrium geometry, computed with ωB97M-V/def2-TZVPD.

Properties
**SMILES**: [H]/N=C(\N)NN=O
**Electronic energy**: -9106.465 eV
**Orbital gap**: 9.729 eV
**E_HOMO**: -9.33 eV

The geometry in XYZ format:
```
10
Properties=species:S:1:pos:R:3:mulliken_charge:R:1
O 1.996 0.427 -0.421 -0.317
N -0.451 1.278 0.292 -0.538
N -2.036 -0.381 -0.197 -0.453
N 0.205 -0.838 0.103 -0.116
N 1.595 -0.548 0.225 -0.088
C -0.835 0.125 0.070 0.529
H -2.742 0.295 -0.416 0.214
H -2.211 -1.359 -0.713 0.270
H 0.051 -1.583 0.935 0.302
H -1.248 1.910 0.180 0.195
```

C45H59NO5P2RuSi as an isolated structure, computed with ωB97M-V/def2-TZVPD.

Properties
**Electronic energy**: -88378.678 eV
**Net charge**: +1
**Spin multiplicity**: 6
**Orbital gap (alpha / beta)**: 5.935 / 6.781 eV
**E_HOMO (alpha / beta)**: -8.58 / -11.79 eV

The geometry in XYZ format:
```
114
Properties=species:S:1:pos:R:3:mulliken_spin:R:1
Ru -0.267 1.360 0.327 3.289
P -2.011 -0.306 0.596 0.042
P 2.002 0.490 0.879 0.121
Si -0.480 1.240 2.773 -0.047
O -0.262 3.288 -1.866 0.152
O -0.076 0.969 -1.679 -0.066
O -0.194 4.275 0.155 0.305
O -1.115 5.279 -6.163 -0.005
O -1.395 4.078 -7.927 -0.007
N -1.140 4.220 -6.752 0.002
C 1.368 -1.895 4.786 0.003
C -0.038 -3.973 0.482 0.004
C -2.922 -0.258 -0.978 0.015
C -4.897 -0.976 -2.392 0.001
C 3.888 -0.620 -2.682 -0.004
C -0.270 3.292 -0.521 0.006
C 1.773 -0.499 2.403 -0.013
C 3.142 0.291 -1.701 0.007
C 3.071 2.770 2.174 0.001
C -1.212 -4.954 0.677 -0.001
C -2.540 -2.964 1.501 0.015
C 2.989 -2.729 -1.644 0.004
C -4.229 -0.014 -3.367 -0.004
C -3.916 -1.397 -1.282 0.021
C 5.086 2.107 3.567 0.001
C -0.470 1.961 -3.836 -0.035
C 3.565 2.381 3.564 0.003
C -0.509 -2.609 -0.016 -0.040
C -4.367 0.926 4.297 0.002
C 4.719 0.998 1.349 0.022
C 0.677 -0.172 3.220 0.005
C 2.444 -2.214 3.967 -0.001
C 0.503 -0.878 4.413 0.007
C -0.909 2.983 -5.954 -0.057
C -5.053 0.311 3.261 0.006
C 2.436 -0.539 -0.596 0.089
C 5.646 1.899 2.159 0.003
C -4.378 -0.058 2.108 0.002
C -0.162 2.676 3.905 0.022
C -3.007 1.181 4.179 0.009
C -0.268 2.023 -2.461 0.463
C 3.360 1.699 1.115 -0.030
C 2.647 -1.519 2.786 -0.012
C -3.909 1.315 -2.668 0.003
C -0.689 3.129 -4.611 0.196
C -0.935 1.762 -6.614 0.221
C 3.136 -1.880 -0.370 0.020
C -3.014 0.199 1.998 -0.062
C -2.301 0.821 3.028 -0.021
C -0.716 0.618 -5.849 -0.111
C -3.584 1.114 -1.178 0.021
C -0.485 0.699 -4.492 0.141
C -2.565 -4.244 0.671 0.003
C 3.104 -1.899 -2.936 0.004
C -1.426 -1.983 1.035 0.053
H 1.203 -2.442 5.704 0.000
H -6.115 0.123 3.346 0.001
H 3.023 1.503 3.924 0.000
H 3.386 2.218 0.153 -0.009
H -2.504 1.687 4.991 0.000
H 3.126 -3.007 4.245 0.000
H -0.726 -0.349 -6.333 -0.002
H 2.110 -1.636 -3.309 0.000
H 3.492 -1.789 2.166 -0.001
H -4.475 -1.704 -0.398 -0.001
H -4.760 1.994 -2.755 0.001
H 2.016 -3.227 -1.614 0.000
H -3.069 1.804 -3.164 0.000
H -2.101 -0.319 -1.704 0.053
H -3.311 -0.468 -3.755 0.005
H 4.874 -0.873 -2.281 0.000
H 6.641 1.457 2.213 0.001
H -4.489 1.163 -0.567 0.004
H -0.314 -0.197 -3.912 0.069
H 3.581 3.684 1.861 0.007
H -2.859 -4.013 -0.355 0.001
H -2.346 -3.221 2.545 0.002
H 3.575 -2.492 -3.720 0.000
H 5.619 2.924 4.053 0.000
H 4.587 0.066 1.903 -0.003
H 3.849 1.008 -1.292 0.007
H -0.462 2.362 4.908 -0.001
H -3.353 -2.273 -1.609 -0.002
H -1.087 -5.490 1.620 0.000
H -3.336 -4.911 1.059 0.001
H 2.013 3.025 2.165 0.027
H -4.923 -0.527 1.301 0.000
H 3.738 -3.522 -1.629 0.000
H 5.166 0.727 0.392 -0.002
H 5.290 1.213 4.160 0.000
H -1.116 1.722 -7.676 0.015
H 4.065 -0.075 -3.609 0.000
H -4.895 1.221 5.193 0.000
H -3.524 -2.495 1.501 -0.004
H -0.750 3.553 3.631 0.003
H -5.268 -1.866 -2.901 -0.001
H -5.771 -0.489 -1.950 0.000
H -1.023 -2.705 -0.979 0.000
H 0.700 -4.390 -0.206 0.001
H 3.332 3.187 4.263 0.000
H 1.449 -0.773 -1.004 -0.035
H 2.382 0.863 -2.239 0.018
H -1.203 -5.714 -0.106 0.000
H 4.188 -1.723 -0.116 -0.001
H -0.797 -1.760 1.903 -0.012
H 5.763 2.855 1.642 0.000
H -0.338 -0.642 5.057 0.000
H -0.688 4.113 -4.171 0.012
H 0.882 2.956 3.959 -0.007
H -4.865 0.164 -4.234 0.001
H 0.484 -3.815 1.432 -0.001
H 2.683 -2.429 0.460 -0.001
H -2.943 1.930 -0.823 0.033
H 0.347 -1.959 -0.180 0.060
```

C20H26CoN2O3S as an isolated structure in a non-equilibrium geometry, computed with ωB97M-V/def2-TZVPD.

Properties
**Electronic energy**: -78738.743 eV
**Spin multiplicity**: 4
**Orbital gap (alpha / beta)**: 5.487 / 6.570 eV
**E_HOMO (alpha / beta)**: -6.57 / -7.66 eV

The geometry in XYZ format:
```
53
Properties=species:S:1:pos:R:3:mulliken_spin:R:1
Co 0.164 -0.367 -0.654 2.514
S 0.384 -2.623 -0.611 0.022
O -0.631 -2.159 0.391 0.048
O -2.770 -0.010 -3.311 0.010
O -0.917 -0.500 -2.104 0.081
N 5.842 1.271 1.385 0.000
N 1.294 -0.229 0.860 0.000
C -2.253 2.735 -2.161 0.051
C 2.560 0.236 0.726 -0.030
C 2.134 -2.485 1.560 0.006
C 1.716 -0.480 3.223 0.005
C -1.926 0.219 -2.387 0.057
C -2.145 1.463 -1.547 -0.035
C 0.901 -0.576 2.106 0.012
C 3.014 0.001 3.056 0.000
C -2.117 0.045 0.566 0.134
C -2.563 3.786 0.021 0.023
C 3.449 0.368 1.782 0.008
C -2.764 5.009 0.862 -0.002
C 1.195 -5.012 -1.736 -0.002
C -2.164 2.887 -3.656 -0.006
C -2.470 3.877 -1.370 -0.011
C -2.436 2.533 0.628 -0.039
C 0.431 -4.438 -0.559 0.016
C 4.769 0.866 1.562 0.001
C -2.243 1.370 -0.137 -0.054
C 2.040 -2.285 0.060 0.034
H 2.778 -2.898 -0.465 0.004
H 2.250 -4.724 -1.717 0.002
H 0.010 1.219 -0.684 0.293
H -0.118 -0.945 2.185 -0.001
H -2.473 0.111 1.600 0.008
H 0.772 -4.673 -2.687 -0.001
H -2.492 2.455 1.711 -0.002
H -0.609 -4.780 -0.607 0.000
H -1.071 -0.273 0.592 -0.143
H -1.319 2.320 -4.059 0.001
H -3.014 5.882 0.249 0.000
H 2.259 -1.238 -0.175 -0.014
H -3.094 2.554 -4.127 0.001
H -3.588 4.856 1.567 0.000
H 3.674 0.086 3.916 0.000
H -1.851 5.235 1.422 0.000
H -2.561 4.847 -1.853 0.000
H 3.140 -2.229 1.909 0.000
H 1.148 -6.106 -1.717 -0.001
H 1.349 -0.773 4.201 0.000
H 1.936 -3.520 1.852 0.001
H -2.002 3.933 -3.937 0.000
H 1.425 -1.843 2.094 -0.005
H 0.847 -4.781 0.391 0.003
H -2.726 -0.720 0.074 -0.005
H 2.838 0.505 -0.291 0.015
```

Molecular weight list, top to bottom, in g mol⁻¹: 98.14, 286.27, 284.15, 88.07, 885.07, 433.44